(1)
Entry from OMol25: a structure of composition C44H35AsN5O2SSn (the ωB97M-V functional and the def2-TZVPD basis).

Last column: Löwdin charge in e.
Positions of all 89 atoms, in Å:
Sn -0.07 -1.45 -0.54  1.084
C 1.44 -4.52 1.12  -0.072
O 0.38 -3.97 0.34  -0.256
C -0.58 -4.85 -0.11  -0.232
C -0.37 -6.22 -0.10  -0.018
C -1.36 -7.08 -0.55  -0.066
C -2.56 -6.56 -1.01  -0.072
C -2.76 -5.19 -1.03  -0.008
C -1.78 -4.31 -0.58  -0.171
N -1.95 -2.89 -0.62  -0.069
N -3.14 -2.57 -0.93  0.085
C -3.63 -1.32 -1.06  -0.133
C -2.96 -0.12 -0.70  -0.323
O -1.71 -0.03 -0.40  -0.333
C -3.73 1.09 -0.65  -0.012
C -5.00 1.14 -1.10  0.009
C -5.68 -0.02 -1.59  -0.172
C -6.98 0.07 -2.11  -0.031
C -7.62 -1.05 -2.57  -0.075
C -6.98 -2.29 -2.50  -0.063
C -5.71 -2.40 -1.98  -0.020
C -5.01 -1.26 -1.53  -0.087
H 1.06 -5.22 1.86  0.107
H 1.91 -3.68 1.62  0.065
H 2.17 -5.02 0.48  0.101
H 0.57 -6.63 0.26  0.108
H -1.19 -8.15 -0.54  0.111
H -3.34 -7.22 -1.37  0.109
H -3.69 -4.79 -1.39  0.091
H -3.23 1.98 -0.29  0.096
H -5.54 2.08 -1.10  0.125
H -7.47 1.04 -2.14  0.116
H -8.61 -0.98 -3.00  0.107
H -7.49 -3.18 -2.84  0.108
H -5.22 -3.36 -1.93  0.088
C -0.03 1.37 3.90  -0.022
N 1.26 0.98 3.33  -0.085
C 2.47 1.57 3.61  -0.025
C 3.41 0.91 2.92  -0.021
N 2.77 -0.10 2.22  0.033
C 1.43 -0.05 2.48  -0.658
S 0.16 -1.12 2.08  0.657
C 3.47 -1.04 1.42  -0.273
C 4.76 -1.41 1.78  0.013
C 5.44 -2.27 0.95  -0.034
C 4.82 -2.74 -0.20  -0.038
C 3.52 -2.34 -0.45  -0.141
N 2.86 -1.50 0.35  0.075
H 0.04 2.41 4.22  0.085
H -0.28 0.73 4.74  0.107
H -0.80 1.28 3.14  0.064
H 2.56 2.43 4.26  0.141
H 4.46 1.11 2.81  0.133
H 5.20 -1.05 2.70  0.119
H 6.45 -2.59 1.20  0.120
H 5.33 -3.41 -0.89  0.115
H 2.98 -2.69 -1.32  0.110
C -0.31 4.13 -4.38  -0.079
C -1.24 3.43 -3.62  -0.074
C -0.83 2.74 -2.49  -0.110
C 0.50 2.75 -2.10  -0.363
C 1.44 3.45 -2.86  -0.095
C 1.03 4.13 -4.00  -0.076
As 0.99 1.67 -0.55  1.326
C 2.79 2.31 -0.21  -0.345
C 3.96 1.89 -0.84  -0.107
C 5.18 2.42 -0.46  -0.076
C 5.23 3.39 0.54  -0.072
C 4.07 3.80 1.18  -0.028
C 2.84 3.25 0.82  -0.210
C 1.54 3.55 1.44  -0.206
C 1.32 4.42 2.51  -0.033
C 0.03 4.60 3.00  -0.083
C -1.04 3.89 2.46  -0.092
C -0.82 3.00 1.41  -0.100
C 0.46 2.85 0.89  -0.299
H -0.62 4.66 -5.27  0.107
H -2.28 3.43 -3.91  0.107
H -1.56 2.18 -1.91  0.071
H 2.48 3.47 -2.57  0.092
H 1.76 4.67 -4.59  0.107
H 3.91 1.16 -1.64  0.109
H 6.09 2.10 -0.95  0.107
H 6.18 3.82 0.82  0.108
H 4.12 4.56 1.96  0.112
H 2.14 4.98 2.94  0.113
H -0.14 5.29 3.82  0.113
H -2.04 4.03 2.86  0.116
H -1.63 2.41 1.01  0.086

Output
Highest occupied orbital energy = -9.709 eV
Gap between HOMO and LUMO = 0.24888 Eh
Net charge = +1
LUMO = -2.94 eV

---

(2)
Entry from OMol25: a structure of composition C44H35Cl3N4PReS (the ωB97M-V functional and the def2-TZVPD basis).

Last column: Löwdin charge in e.
Positions of all 89 atoms, in Å:
Re 0.61 -0.34 -0.25  1.245
C 0.83 -1.09 4.10  0.014
C 1.50 -2.30 4.18  0.025
C 1.94 -2.88 3.00  0.047
C 1.71 -2.24 1.78  -0.189
N 1.05 -1.07 1.72  -0.058
C 0.63 -0.52 2.86  -0.107
C 2.06 -2.87 0.50  -0.205
C 2.94 -3.94 0.40  0.038
C 3.13 -4.57 -0.81  0.012
C 2.40 -4.12 -1.91  0.000
C 1.58 -3.02 -1.75  -0.124
N 1.43 -2.37 -0.59  -0.065
H 0.45 -0.59 4.98  0.132
H 1.66 -2.79 5.12  0.138
H 2.45 -3.82 3.04  0.126
H 0.11 0.42 2.78  0.109
H 3.50 -4.25 1.27  0.129
H 3.82 -5.39 -0.91  0.138
H 2.48 -4.60 -2.87  0.133
H 1.03 -2.63 -2.60  0.109
Cl 1.59 2.86 -1.94  0.799
C -0.04 3.37 -2.01  -0.650
C -0.36 4.71 -1.88  -0.068
C -1.69 5.09 -1.99  -0.030
C -2.67 4.13 -2.23  -0.034
C -2.33 2.79 -2.34  -0.064
C -1.01 2.39 -2.21  -0.399
P -0.43 0.65 -2.34  0.992
C 0.48 0.67 -3.92  -0.389
C 1.50 -0.24 -4.20  -0.112
C 2.09 -0.25 -5.45  -0.060
C 1.70 0.66 -6.42  -0.028
C 0.71 1.58 -6.14  -0.029
C 0.09 1.58 -4.90  -0.070
C -1.98 -0.22 -2.77  -0.377
C -3.05 -0.18 -1.87  -0.159
C -4.25 -0.79 -2.18  -0.055
C -4.39 -1.45 -3.39  -0.047
C -3.33 -1.51 -4.27  -0.045
C -2.12 -0.91 -3.97  -0.059
H 0.40 5.45 -1.72  0.123
H -1.96 6.13 -1.91  0.126
H -3.70 4.43 -2.34  0.123
H -3.12 2.08 -2.55  0.105
H 1.82 -0.93 -3.44  0.063
H 2.87 -0.97 -5.67  0.109
H 2.18 0.66 -7.39  0.123
H 0.41 2.31 -6.88  0.124
H -0.70 2.28 -4.69  0.116
H -2.94 0.33 -0.92  0.087
H -5.07 -0.73 -1.49  0.123
H -5.34 -1.90 -3.64  0.124
H -3.43 -2.03 -5.22  0.123
H -1.30 -0.96 -4.67  0.110
Cl 2.35 4.34 2.56  0.795
C 1.00 3.56 1.86  -0.627
C -0.28 4.10 1.92  -0.019
C -1.32 3.37 1.38  -0.004
C -1.07 2.14 0.78  -0.142
N 0.17 1.64 0.67  -0.137
C 1.18 2.34 1.21  -0.231
H -0.45 5.06 2.39  0.134
H -2.33 3.73 1.43  0.131
H -1.88 1.55 0.38  0.096
H 2.18 1.93 1.13  0.043
Cl -2.90 -4.50 -2.07  0.796
C -2.61 -3.39 -0.79  -0.616
C -3.39 -3.37 0.36  -0.015
C -3.11 -2.41 1.32  0.003
C -2.07 -1.52 1.11  -0.117
N -1.30 -1.56 0.03  -0.086
C -1.57 -2.47 -0.91  -0.184
H -4.18 -4.09 0.51  0.135
H -3.70 -2.34 2.22  0.130
H -1.85 -0.76 1.85  0.106
H -0.96 -2.49 -1.80  0.086
S 2.92 0.38 -0.61  0.807
C 3.84 0.00 -2.05  -0.602
C 4.17 1.01 -2.95  -0.110
C 4.84 0.70 -4.11  -0.045
C 5.21 -0.61 -4.37  -0.045
C 4.97 -1.61 -3.43  -0.043
C 4.31 -1.31 -2.26  -0.113
H 3.89 2.03 -2.73  0.069
H 5.09 1.48 -4.82  0.130
H 5.72 -0.85 -5.29  0.127
H 5.32 -2.61 -3.59  0.121
H 4.16 -2.06 -1.50  0.088

Output
<S²> = 0.81
2S+1 = 2
Highest occupied orbital energy (spin up / spin down) = -16.186 / -16.190 eV
Gap between HOMO and LUMO (spin up / spin down) = 0.19319 / 0.19235 Eh
Net charge = +3
LUMO (spin up / spin down) = -10.93 / -10.96 eV

---

(3)
Entry from OMol25: a structure of composition C44H35FN2O6PSTa (the ωB97M-V functional and the def2-TZVPD basis).

Last column: Löwdin charge in e.
Positions of all 91 atoms, in Å:
Ta 0.03 0.00 -0.09  1.845
N -1.87 -0.87 -1.32  0.036
C -3.19 -1.17 -0.76  -0.211
C -4.00 -2.06 -1.46  -0.021
C -5.28 -2.34 -1.05  -0.052
C -5.76 -1.75 0.11  -0.045
C -4.95 -0.87 0.82  -0.014
C -3.66 -0.53 0.39  -0.115
C -2.92 0.44 1.22  -0.179
C -3.68 1.38 1.93  -0.022
C -3.14 2.15 2.94  -0.037
C -1.82 1.97 3.29  -0.057
C -1.02 1.14 2.52  -0.126
C -1.53 0.40 1.44  -0.190
H -1.55 -1.71 -1.82  0.111
H -2.00 -0.15 -2.03  0.080
H -3.61 -2.54 -2.35  0.118
H -5.91 -3.01 -1.61  0.116
H -6.75 -1.97 0.47  0.118
H -5.32 -0.46 1.74  0.116
H -4.72 1.53 1.67  0.120
H -3.76 2.86 3.46  0.119
H -1.40 2.49 4.14  0.114
H 0.02 1.04 2.80  0.088
C 6.05 -4.26 1.77  -0.024
C 5.08 -5.04 0.89  -0.277
C 5.80 -5.62 -0.32  -0.126
C 4.84 -6.48 -1.13  -0.113
C 3.68 -5.63 -1.55  -0.120
C 3.01 -5.90 -2.72  0.091
C 1.93 -5.11 -3.12  -0.238
F 1.31 -5.39 -4.26  0.114
C 1.51 -4.06 -2.35  0.085
C 2.16 -3.77 -1.15  -0.037
C 1.68 -2.67 -0.34  -0.242
O 0.65 -2.00 -0.70  -0.135
C 2.43 -2.41 0.83  -0.030
C 3.52 -3.21 1.16  0.052
N 3.93 -4.23 0.43  0.062
C 3.28 -4.54 -0.74  -0.054
C 2.15 -1.23 1.70  -0.498
O 2.87 -0.92 2.61  0.157
O 1.08 -0.55 1.32  -0.226
H 6.96 -4.84 1.88  0.099
H 5.66 -4.08 2.77  0.089
H 6.31 -3.31 1.32  0.083
H 4.66 -5.87 1.47  0.171
H 6.64 -6.22 0.02  0.134
H 6.19 -4.82 -0.95  0.129
H 4.48 -7.31 -0.51  0.141
H 5.32 -6.91 -2.00  0.133
H 3.31 -6.73 -3.34  0.144
H 0.67 -3.44 -2.65  0.131
H 4.05 -2.98 2.07  0.146
O -1.51 1.70 -2.96  -0.196
S -0.31 1.61 -2.19  0.561
O 0.32 0.26 -2.25  -0.422
O -0.56 1.78 -0.71  -0.422
C 0.94 2.77 -2.62  -0.275
C 0.70 3.77 -3.55  -0.014
C 1.75 4.62 -3.88  -0.017
C 3.00 4.44 -3.30  -0.017
C 3.21 3.45 -2.35  -0.033
C 2.16 2.60 -1.99  -0.300
P 2.38 1.32 -0.67  1.102
C 3.19 2.24 0.68  -0.342
C 2.28 2.81 1.58  -0.098
C 2.74 3.47 2.71  -0.047
C 4.10 3.56 2.95  -0.042
C 5.00 3.01 2.04  -0.049
C 4.56 2.36 0.91  -0.080
C 3.57 0.17 -1.43  -0.326
C 3.45 -0.12 -2.79  -0.072
C 4.25 -1.09 -3.37  -0.046
C 5.16 -1.79 -2.60  -0.052
C 5.28 -1.51 -1.25  -0.066
C 4.48 -0.55 -0.65  -0.095
H -0.27 3.86 -4.00  0.129
H 1.60 5.41 -4.60  0.126
H 3.82 5.08 -3.58  0.125
H 4.18 3.32 -1.90  0.120
H 1.22 2.74 1.39  0.089
H 2.04 3.91 3.40  0.116
H 4.46 4.04 3.84  0.118
H 6.06 3.10 2.23  0.116
H 5.27 1.94 0.21  0.107
H 2.73 0.42 -3.40  0.107
H 4.16 -1.30 -4.43  0.119
H 5.78 -2.54 -3.06  0.115
H 6.00 -2.04 -0.65  0.099
H 4.57 -0.34 0.40  0.106

Output
Highest occupied orbital energy = -13.007 eV
Gap between HOMO and LUMO = 0.25251 Eh
Net charge = +2
LUMO = -6.14 eV

---

In order of appearance, energy relative to the best compared isomer or geometry (same formula, charge and spin) = 0.0 0.0 19.4 kcal/mol.